[1]
{
  "formula": "C43H66N7O7S3",
  "method": "ωB97M-V/def2-TZVPD",
  "de_lowest_kcal_mol": 93.5,
  "e_lumo_ev": 2.291,
  "charge": -1,
  "homo_lumo_gap_ev": 8.01,
  "symbols": ["C", "C", "C", "O", "H", "H", "H", "H", "H", "H", "H", "C", "C", "C", "S", "O", "O", "C", "H", "H", "H", "H", "H", "H", "H", "H", "C", "C", "C", "S", "O", "O", "C", "H", "H", "H", "H", "H", "H", "H", "H", "C", "C", "C", "S", "O", "O", "C", "H", "H", "H", "H", "H", "H", "H", "H", "N", "C", "C", "C", "C", "H", "H", "H", "H", "H", "N", "C", "C", "C", "C", "H", "H", "H", "H", "H", "N", "C", "C", "C", "C", "H", "H", "H", "H", "H", "N", "C", "C", "C", "C", "H", "H", "H", "H", "H", "N", "C", "C", "C", "C", "H", "H", "H", "H", "H", "N", "C", "C", "C", "C", "H", "H", "H", "H", "H", "N", "C", "C", "C", "C", "H", "H", "H", "H", "H"],
  "positions_angstrom": [[-1.8649, -0.3931, 0.8621], [-0.3874, -0.1324, 0.8484], [0.4834, -1.3903, 0.8099], [0.0619, 0.8336, -0.0605], [-2.0246, -1.1220, 1.6667], [-2.3533, -0.6766, -0.0710], [-2.4076, 0.4914, 1.2162], [-0.0992, 0.2239, 1.8669], [0.2912, -2.1489, 1.5699], [1.5234, -1.0722, 0.8948], [0.3169, -1.8548, -0.1744], [-4.0026, -1.3010, -4.2467], [-3.2602, -0.7565, -3.0340], [-2.7700, -1.9023, -2.1668], [-2.3248, -3.2207, -3.3088], [-2.8124, -4.4884, -2.7770], [-0.9569, -2.9905, -3.7445], [-3.4072, -2.6388, -4.6819], [-4.0380, -0.5397, -5.0214], [-5.0137, -1.5887, -3.9398], [-3.8441, -0.0227, -2.4782], [-2.3625, -0.2088, -3.3454], [-3.5394, -2.2509, -1.4775], [-1.8968, -1.6113, -1.5857], [-4.1096, -3.4465, -4.8685], [-2.7619, -2.5282, -5.5535], [2.2272, -4.7400, -2.8155], [2.0457, -3.4731, -1.9591], [1.7992, -3.9672, -0.5173], [0.7779, -5.4836, -0.6762], [-0.6007, -5.0947, -0.4905], [1.3160, -6.5482, 0.1411], [1.1374, -5.6899, -2.4370], [3.2472, -5.1239, -2.7450], [2.1350, -4.4989, -3.8781], [1.2157, -2.8378, -2.2678], [2.9491, -2.8653, -2.0143], [1.3772, -3.2559, 0.1835], [2.7544, -4.3426, -0.1427], [0.1988, -5.4261, -2.9305], [1.2295, -6.7676, -2.5827], [-1.7791, -0.0511, 3.9405], [-1.3701, 1.4054, 4.2099], [-2.2694, 2.3189, 3.3854], [-3.9278, 1.5846, 3.3981], [-4.4375, 1.5072, 2.0423], [-4.7242, 2.1187, 4.4727], [-3.3368, -0.1016, 3.8751], [-1.4837, -0.6884, 4.7671], [-1.3764, -0.2613, 2.9504], [-0.3185, 1.5918, 3.9843], [-1.4348, 1.7151, 5.2591], [-1.8777, 2.3146, 2.3650], [-2.3956, 3.3661, 3.6570], [-3.6789, -0.8600, 3.1777], [-3.6625, -0.3248, 4.8895], [2.9724, 0.5364, -1.0091], [3.6971, 1.5482, -1.5896], [5.0221, 1.1795, -1.5860], [5.1141, -0.1000, -0.9993], [3.8376, -0.4482, -0.6256], [1.9546, 0.4964, -0.9243], [3.2066, 2.4086, -2.0147], [5.8073, 1.8234, -1.9487], [6.0124, -0.6896, -0.9086], [3.4777, -1.3329, -0.1218], [0.0441, 0.2033, -2.9078], [0.9904, -0.3008, -3.7770], [0.4586, -0.2139, -5.0344], [-0.8163, 0.3833, -4.9540], [-1.0236, 0.6589, -3.6151], [0.1688, 0.2392, -1.8924], [1.9002, -0.7068, -3.3673], [0.8947, -0.6429, -5.9252], [-1.4979, 0.4329, -5.7860], [-1.8888, 1.0669, -3.1177], [-2.4400, 2.4805, -0.9609], [-2.4770, 3.7912, -1.3747], [-3.7558, 4.0496, -1.8071], [-4.5412, 2.8877, -1.5761], [-3.6484, 1.8887, -1.2224], [-1.5870, 2.0031, -0.6675], [-1.6296, 4.4279, -1.1800], [-4.0692, 4.9981, -2.2129], [-5.5873, 2.7529, -1.7949], [-3.7142, 0.8309, -1.0283], [0.8652, 3.3774, -1.1993], [0.9854, 3.5235, -2.5487], [1.6744, 4.6989, -2.8109], [1.8593, 5.3387, -1.5567], [1.4222, 4.4757, -0.5871], [0.5692, 2.5441, -0.7011], [0.7113, 2.7397, -3.2387], [1.8350, 5.0496, -3.8165], [2.2956, 6.3210, -1.4712], [1.4252, 4.4765, 0.4919], [2.2933, -2.2395, 3.3116], [2.8343, -3.4397, 2.9509], [1.8062, -4.3261, 2.7272], [0.6048, -3.6410, 3.0666], [0.9337, -2.3298, 3.3331], [2.8317, -1.3953, 3.3970], [3.8950, -3.5894, 2.8261], [1.7659, -5.3533, 2.4047], [-0.3465, -4.1476, 3.1041], [0.4326, -1.4214, 3.6208], [-0.1374, 3.0153, 2.3052], [0.3975, 3.4092, 3.4970], [-0.4224, 4.3888, 4.0271], [-1.3901, 4.7090, 3.0410], [-1.2064, 3.8067, 2.0093], [0.1402, 2.1874, 1.7917], [1.1710, 2.8044, 3.9433], [-0.2798, 4.7956, 5.0157], [-2.1383, 5.4757, 3.1417], [-1.7076, 3.6686, 1.0674], [4.0117, 0.3418, 2.4061], [4.6132, 0.0368, 3.5951], [3.7996, 0.4849, 4.6226], [2.6690, 1.0399, 4.0066], [2.8182, 0.9673, 2.6343], [4.3800, 0.1431, 1.4868], [5.5645, -0.4690, 3.6168], [3.9406, 0.2890, 5.6712], [1.8210, 1.5035, 4.4894], [2.2028, 1.3038, 1.8157]],
  "atomic_forces_ev_per_a": [[-0.6650, 0.2724, 0.6928], [1.8744, 0.5517, 0.5079], [-0.8019, 0.1665, -1.7863], [-0.3077, 0.0424, -0.4316], [-0.4248, -0.4158, -0.7982], [0.4448, -0.1897, 0.2016], [0.0818, 0.0219, -0.2846], [-0.4676, 0.2622, 0.0594], [-0.3383, 0.6262, -0.8649], [0.0549, -0.0969, -0.0581], [0.1412, 0.1814, 0.0036], [-0.8603, -0.8262, 0.6801], [0.1741, -0.3461, -0.0288], [-0.2992, 0.1222, 0.1711], [-0.8647, 0.5232, 0.1428], [0.7631, 0.7204, -0.7817], [-0.3243, -0.7354, 0.3621], [1.0630, -0.1556, -0.1545], [-0.0921, -0.1928, -0.2452], [-0.2050, 0.6271, -0.1050], [-0.1675, -0.5455, -0.3489], [-1.7560, -1.7194, -0.0265], [0.0458, -0.3676, -0.0778], [0.1710, -0.3390, -0.2143], [-0.2105, 0.1510, 0.0500], [0.1596, -0.1368, 0.1165], [0.3088, 0.6970, -0.8570], [-0.1022, -0.1335, 0.6716], [0.9424, -0.9084, -0.6017], [0.2350, 1.9264, 0.4108], [0.0001, -0.3458, -0.1254], [0.0725, -0.1234, -0.3830], [-1.3101, -1.1554, 0.3181], [-0.1118, -0.2290, 0.5285], [-0.1697, 0.1057, 0.0476], [-0.1386, -0.2466, -0.3432], [-0.0091, 0.0503, 0.1327], [-0.0101, -0.4725, -0.1870], [-0.0518, 0.0424, 0.2697], [0.0295, 0.2564, 0.0893], [0.5867, 0.1006, -0.1327], [-1.2818, 1.1689, 0.0105], [-0.3383, 0.1552, 0.9832], [-2.2142, -2.4902, 0.8136], [1.5574, -1.7472, -0.3201], [-0.2444, 0.3638, 0.4725], [-0.2179, 0.2641, 0.0277], [0.7910, 0.2467, 0.4416], [0.4926, -0.3457, -0.3307], [0.0911, -0.5509, 1.0272], [-0.7373, -0.7501, -0.0366], [-0.2586, -0.2973, 0.1500], [-2.0119, -1.3103, 0.8333], [-0.3871, -1.4843, 0.6679], [-0.2902, 0.1376, -0.0877], [-0.5207, 0.1330, -0.1156], [0.4382, 0.2623, -0.1600], [-0.2057, -0.3697, -0.0410], [-0.2793, 0.6963, -0.2463], [0.0650, 0.0467, 0.1801], [-0.2349, -0.6484, -0.0774], [0.0930, 0.2190, 0.4763], [0.0254, 0.0846, 0.1262], [0.1226, -0.2045, -0.0668], [-0.0706, -0.0574, 0.2150], [-0.0172, -0.0492, -0.1311], [0.7924, 0.0545, -0.3487], [-0.7368, 0.0989, 0.5530], [0.5790, -0.5370, -0.4751], [0.2986, -0.0716, 0.3414], [0.9083, 0.9428, -0.3943], [-0.4471, 0.4074, 0.2231], [0.0847, -0.0274, -0.2507], [0.0878, 0.1905, 0.0222], [-0.1723, 0.4161, 0.1092], [0.9425, 1.0837, -0.0438], [0.1748, 0.2663, -0.8611], [-0.2291, -0.3955, 0.4569], [0.1027, 0.4805, 0.5486], [0.7062, -0.8529, -1.1359], [0.0758, 0.6548, 1.3472], [-0.0212, -0.3076, 0.0091], [0.0426, 0.0815, -0.4085], [-0.1934, 0.0150, 0.1730], [-0.0002, -0.0153, -0.0635], [-0.4962, 0.4019, 0.4144], [0.4551, 0.6047, -0.2003], [0.8175, -0.1202, -0.4124], [-1.4357, -0.7187, 0.2024], [0.6031, 0.1709, -0.4652], [-0.4589, -0.4317, 0.3093], [-0.1681, -0.3357, 0.0409], [-0.2111, 0.0322, 0.1057], [0.2280, 0.2476, 0.0914], [0.0570, -0.0716, 0.4398], [0.0652, 0.4185, -0.0298], [0.1392, -0.4698, -0.3633], [0.1191, -0.5734, -0.6918], [-0.6282, 0.3693, 0.8179], [0.0858, -0.1495, 0.1717], [0.8127, -0.3930, 1.9144], [-0.1094, 0.1187, 0.1975], [0.0091, 0.2035, 0.0453], [0.5991, -0.0496, 0.0265], [-0.2121, 0.4132, -0.1857], [-0.4923, -0.2872, -0.0442], [1.5201, 1.5620, -0.5831], [-0.5296, 0.3789, 0.5338], [1.5042, 0.0441, -0.2926], [1.1750, 0.8562, -1.0106], [1.8849, 3.0813, -1.4427], [-0.0105, 0.1392, -0.4768], [-0.1247, 0.8748, -0.1949], [-0.1027, 0.2555, -0.1067], [-0.1696, -0.0631, -0.2474], [-0.2460, 0.1832, 0.0588], [-0.0666, 0.1900, 0.1843], [0.0483, 0.1502, 0.2045], [0.4529, -0.8099, -0.4890], [-0.7973, 0.5739, -0.3578], [0.3555, -0.1611, 0.4652], [0.0613, 0.0439, -0.1085], [-0.0168, 0.0145, 0.0157], [0.1215, 0.1906, 0.0523], [0.3729, -0.5751, 0.2392], [-0.0337, -0.0332, -0.0619]],
  "mulliken_charge": [-0.92, 2.89, -1.17, 2.77, 0.92, -1.71, -0.61, -1.04, -0.16, -0.07, -0.50, -1.16, 1.27, 0.09, 1.27, -0.75, -0.52, -1.09, 0.46, 0.36, 0.43, -1.87, 0.66, -0.74, 0.49, 0.35, -1.22, 0.93, 0.39, 1.25, -0.62, -0.75, -0.62, 0.36, 0.46, -0.54, 0.18, -0.75, 0.51, 0.14, 0.51, 1.05, 0.16, 0.92, 1.12, -0.55, -0.79, -1.12, 0.87, -1.83, -0.79, 0.35, -1.09, 0.53, 0.51, 0.46, 2.01, -0.23, -0.80, -0.98, -1.87, -0.82, 0.08, 0.47, 0.46, 1.20, 2.97, -0.75, -1.19, -0.80, -0.14, -1.50, 0.38, 0.35, 0.51, 0.40, 1.56, -0.46, -1.01, -1.56, -0.64, -0.64, 0.35, 0.46, 0.46, 1.25, 2.69, -0.80, -0.49, -1.11, -0.71, -1.13, 0.08, 0.49, 0.43, 0.29, 0.17, -0.86, -0.80, -0.22, -1.16, 0.84, 0.44, 0.62, 0.46, 0.70, 2.10, -0.64, -0.78, -1.01, 0.27, -1.27, 0.11, 0.42, 0.48, 0.00, 0.10, -0.97, -1.08, -0.26, 0.25, 0.24, 0.41, 0.38, 0.78, 0.30]
}



[2]
{
  "formula": "C21H33BrFN4O6P2",
  "method": "ωB97M-V/def2-TZVPD",
  "de_lowest_kcal_mol": 9.7,
  "e_lumo_ev": 2.400,
  "charge": -1,
  "homo_lumo_gap_ev": 7.34,
  "symbols": ["C", "C", "C", "C", "C", "C", "C", "O", "C", "C", "O", "O", "N", "C", "C", "F", "P", "O", "Br", "P", "N", "O", "O", "H", "H", "H", "H", "H", "H", "H", "H", "H", "H", "H", "H", "H", "H", "H", "H", "H", "H", "H", "H", "H", "H", "H", "N", "C", "C", "C", "C", "C", "H", "H", "H", "H", "H", "N", "C", "C", "C", "C", "C", "H", "H", "H", "H", "H"],
  "positions_angstrom": [[-2.8930, 1.1062, 2.9486], [-1.6374, 0.2298, 3.1007], [-1.0255, 0.4673, 4.5002], [-0.6461, 0.5086, 1.9669], [0.5592, -0.4223, 1.9770], [0.1945, -1.9004, 1.8135], [1.6372, -0.0350, 0.9426], [1.3046, 1.1449, 0.2259], [1.3944, 1.0677, -1.1593], [0.3300, 0.1424, -1.8334], [0.2097, 0.3752, -3.0489], [-0.2263, -0.6999, -1.1360], [2.7129, 0.7072, -1.6923], [3.8269, 1.5065, -1.2404], [4.6614, 0.9890, -0.0699], [4.7006, 1.6598, -2.3385], [2.8885, -0.8176, -2.4279], [4.3917, -1.2853, -1.9539], [3.4590, -0.2064, -4.5424], [1.0092, 2.7965, -1.7989], [1.4396, 3.8804, -0.7614], [-0.5438, 2.8725, -2.1266], [1.8333, 2.9803, -3.1679], [-3.6944, 0.6591, 3.5416], [-3.2187, 1.1784, 1.9135], [-2.7145, 2.0959, 3.3704], [-1.9855, -0.8028, 3.0737], [-0.0992, 1.0364, 4.4312], [-1.7304, 0.9642, 5.1642], [-0.7667, -0.4887, 4.9606], [-0.3349, 1.5487, 2.0916], [-1.1950, 0.4321, 1.0294], [1.0111, -0.3464, 2.9721], [1.1236, -2.4647, 1.9601], [-0.4915, -2.2630, 2.5713], [-0.1506, -2.1137, 0.8045], [1.8078, -0.8896, 0.2881], [2.5701, 0.1596, 1.4807], [3.4987, 2.5145, -1.0008], [5.7224, 1.1288, -0.2496], [4.4443, -0.0436, 0.1746], [4.3915, 1.5653, 0.8168], [4.2723, -1.9302, -1.2471], [2.1357, 4.5050, -1.1479], [-0.6673, 3.1153, -3.0573], [1.9993, 2.1138, -3.5811], [-2.6717, 3.5782, -3.9194], [-2.9981, 3.5909, -5.2091], [-4.2947, 3.7674, -5.6678], [-5.3043, 3.9351, -4.7334], [-4.9771, 3.9204, -3.3876], [-3.6476, 3.7405, -3.0335], [-2.1781, 3.4492, -5.9045], [-4.5050, 3.7703, -6.7287], [-6.3307, 4.0734, -5.0498], [-5.7333, 4.0448, -2.6249], [-3.3406, 3.7224, -1.9935], [-0.6216, -4.9737, 2.4048], [0.0224, -5.6456, 1.4556], [0.6155, -6.8838, 1.6601], [0.5361, -7.4514, 2.9212], [-0.1302, -6.7617, 3.9213], [-0.6897, -5.5308, 3.6100], [0.0631, -5.1623, 0.4851], [1.1256, -7.3863, 0.8497], [0.9866, -8.4154, 3.1219], [-0.2150, -7.1659, 4.9211], [-1.2202, -4.9575, 4.3636]],
  "atomic_forces_ev_per_a": [[0.1873, -0.3386, 0.3673], [-0.2698, 0.4121, 0.2993], [0.0750, -0.6285, -0.2829], [-0.4825, -0.1336, 0.3812], [-0.2087, -0.1320, 0.0335], [0.7382, 0.1218, 0.0188], [-0.0738, -0.0515, 0.4930], [0.5454, -0.1844, 0.0332], [-0.8754, 0.5112, -0.9911], [0.1104, -0.2126, -0.1382], [0.3298, 0.1218, -0.7712], [-0.3890, -0.3562, 0.6279], [0.4155, -0.4002, 0.9326], [0.8919, 0.2135, -0.4739], [-0.5026, 0.0848, 0.4649], [-0.0498, -0.0055, 0.1289], [-0.7238, 0.2085, -0.1545], [0.2661, 0.1384, -0.0077], [0.1287, -0.0756, -0.0831], [0.7646, 1.0351, 1.2687], [0.0294, -0.1583, -0.2149], [0.3164, -0.0461, -0.0458], [-0.3150, -0.5658, -0.1914], [-0.1511, 0.0827, -0.0432], [-0.0266, 0.0809, -0.0627], [0.0223, 0.1850, -0.2633], [0.0936, -0.1170, -0.2348], [-0.0619, 0.2574, 0.0700], [0.0231, 0.1195, 0.0718], [0.0865, 0.0216, 0.1045], [0.1433, 0.0468, -0.2188], [0.2385, -0.0269, -0.2314], [0.0924, 0.1587, 0.0224], [-0.0587, -0.1734, -0.0245], [-0.2121, 0.0018, -0.0554], [-0.2908, 0.0764, 0.0070], [-0.0890, 0.0873, -0.2532], [0.0595, 0.0519, -0.0426], [-0.4134, -0.0774, -0.0240], [0.0592, -0.0459, -0.1747], [0.1689, -0.1312, -0.1334], [0.0242, 0.0634, 0.0121], [0.0652, -0.0938, -0.0324], [-0.0453, 0.1609, 0.0818], [-0.6124, -0.2327, -0.0058], [-0.1278, 0.0208, -0.1418], [0.0971, 0.0715, -0.2834], [0.0202, -0.0134, -0.0108], [-0.0181, -0.0023, 0.0292], [-0.0246, 0.0033, -0.0008], [0.0070, 0.0023, -0.0622], [0.0737, -0.0176, 0.1922], [-0.0238, -0.0011, -0.0232], [0.0146, -0.0094, -0.0074], [-0.0022, -0.0014, -0.0009], [0.0097, -0.0042, 0.0200], [-0.0061, -0.0204, 0.0017], [-0.0692, -0.1428, 0.0745], [-0.0084, 0.0854, -0.0997], [-0.0048, -0.0006, 0.0410], [0.0149, -0.0281, 0.0009], [0.0134, 0.0021, -0.0150], [-0.0129, 0.0291, 0.0068], [0.0199, -0.0196, -0.0064], [0.0021, 0.0139, -0.0150], [0.0013, -0.0021, 0.0004], [-0.0085, 0.0100, 0.0092], [0.0089, -0.0292, 0.0267]],
  "nbo_charge": [-0.60, -0.21, -0.62, -0.39, -0.22, -0.62, -0.05, -0.55, 0.00, 0.73, -0.77, -0.73, -0.85, 0.35, -0.65, -0.39, 1.28, -1.01, -0.32, 2.24, -1.39, -0.99, -1.01, 0.19, 0.21, 0.19, 0.19, 0.21, 0.20, 0.20, 0.21, 0.23, 0.17, 0.18, 0.20, 0.25, 0.18, 0.16, 0.21, 0.23, 0.21, 0.22, 0.49, 0.37, 0.53, 0.53, -0.43, 0.04, -0.27, -0.17, -0.26, 0.05, 0.20, 0.21, 0.21, 0.22, 0.21, -0.40, 0.04, -0.26, -0.18, -0.27, 0.03, 0.21, 0.22, 0.21, 0.21, 0.19]
}



[3]
{
  "formula": "C3H12N4",
  "method": "ωB97M-V/def2-TZVPD",
  "de_lowest_kcal_mol": 109.8,
  "e_lumo_ev": [0.948, 0.948],
  "homo_lumo_gap_ev": [7.96, 7.96],
  "symbols": ["C", "C", "C", "N", "N", "N", "N", "H", "H", "H", "H", "H", "H", "H", "H", "H", "H", "H", "H"],
  "positions_angstrom": [[-0.0608, 0.4663, -0.2593], [0.8165, 1.5594, -0.7926], [0.6484, -2.3964, -0.1188], [-0.0816, 0.2630, 1.0910], [1.1997, -1.0603, -0.0352], [-1.0719, 0.0524, -1.0641], [-1.4067, 1.6877, 1.2617], [-0.6521, -0.5201, 1.4063], [1.9127, -0.9718, 0.6832], [-1.8874, -0.3746, -0.6534], [-1.1854, 0.4605, -1.9791], [-0.8012, 2.3451, 1.7561], [-2.0323, 1.3049, 1.9764], [1.1840, 1.2967, -1.7857], [0.2388, 2.4842, -0.8449], [1.6607, 1.7107, -0.1236], [0.1611, -2.7532, 0.8004], [1.4371, -3.1151, -0.3822], [-0.0796, -2.4397, -0.9363]],
  "atomic_forces_ev_per_a": [[1.7322, -2.7857, -0.6817], [-0.0411, -0.0764, 0.1477], [0.0760, 0.4562, -0.0482], [-2.0500, 2.8837, 1.4348], [-0.2375, 0.6756, -1.3257], [0.0249, -0.0336, -0.0458], [1.0222, -1.3542, 0.3810], [-0.0956, 0.1303, -0.4637], [-0.3828, 0.1920, 0.0471], [0.1590, 0.1443, -0.0445], [0.0658, -0.0497, 0.2390], [-0.1398, -0.1762, 0.1137], [0.1726, 0.1741, -0.0062], [-0.0460, -0.0100, 0.0967], [-0.0401, -0.0409, -0.0036], [-0.0262, -0.0840, -0.0616], [-0.0659, -0.1354, 0.0379], [-0.1022, 0.0425, 0.0996], [-0.0257, 0.0473, 0.0837]],
  "nbo_charge": [0.59, -0.67, -0.44, -0.47, -0.74, -0.82, -0.88, 0.36, 0.35, 0.40, 0.40, 0.34, 0.33, 0.23, 0.23, 0.24, 0.14, 0.20, 0.19]
}



> Number 2 is which compound?

C21H33BrFN4O6P2



> Number 1 is which compound?

C43H66N7O7S3